Record 1
{
  "formula": "C31H74N6O8P",
  "method": "ωB97M-V with the def2-TZVPD basis set",
  "lumo_energy_ha": 0.0719,
  "total_charge": -1,
  "e_homo_ha": -0.1233,
  "gap_ev": 5.31,
  "species": ["C", "H", "H", "H", "O", "C", "H", "H", "H", "C", "H", "C", "C", "H", "H", "H", "H", "C", "H", "H", "H", "C", "N", "C", "O", "C", "C", "O", "H", "N", "H", "H", "H", "C", "H", "C", "H", "H", "H", "C", "H", "C", "C", "H", "H", "H", "H", "H", "O", "O", "H", "H", "H", "C", "H", "H", "C", "H", "N", "C", "H", "H", "C", "O", "H", "H", "N", "C", "C", "H", "H", "H", "H", "C", "C", "H", "C", "H", "C", "H", "P", "H", "C", "C", "H", "H", "H", "H", "H", "N", "H", "H", "H", "H", "H", "H", "H", "H", "H", "H", "C", "H", "H", "O", "H", "N", "H", "H", "H", "C", "H", "O", "C", "H", "H", "H", "H", "C", "H", "H"],
  "xyz": [[-3.42, 0.29, -1.97], [-3.92, -4.48, 0.50], [-4.08, -0.51, -2.37], [3.85, 0.40, -1.58], [3.94, -0.40, 5.94], [7.54, -0.05, -0.65], [3.44, 5.33, -3.87], [8.87, 3.74, -0.42], [-6.86, -8.42, -5.36], [-2.80, -0.07, 0.57], [4.23, -1.68, -1.78], [3.83, -0.59, 4.74], [3.68, -3.26, -0.41], [4.73, -2.05, 3.45], [9.09, 2.31, -1.43], [0.32, 2.40, 5.96], [-0.44, 1.20, -3.34], [-0.15, 3.66, 4.29], [1.70, 5.52, 6.14], [-0.92, 2.07, -0.15], [-4.35, -8.92, -2.71], [-5.81, -8.30, -5.65], [0.62, 4.75, 4.55], [-1.04, 1.29, -2.40], [2.64, -1.05, -0.66], [-5.65, -10.38, -3.53], [2.70, 4.63, -0.69], [-4.73, -4.15, -1.40], [-4.83, -2.37, 0.92], [2.65, -0.37, 4.11], [5.47, 6.09, -2.71], [2.72, -3.61, -0.82], [-5.72, -7.43, -6.28], [0.29, 2.34, 4.87], [-1.93, -0.44, -3.33], [1.68, 0.76, -1.97], [-6.26, -10.48, -4.42], [-2.61, -1.98, 1.55], [-4.71, -5.22, -3.19], [-5.10, 3.88, 1.47], [-4.60, -1.84, -0.82], [4.98, -1.09, 3.90], [7.19, 2.44, -0.45], [-5.18, 4.68, 2.19], [2.06, 1.48, -2.72], [-3.20, 0.20, 1.57], [-2.80, -3.86, -0.79], [5.56, 4.34, -3.06], [-4.29, -7.11, -4.24], [-7.93, 1.92, 2.59], [1.27, 2.06, 4.49], [-1.77, 0.33, 0.56], [1.06, 1.77, 0.22], [8.67, 2.67, -0.49], [1.33, -0.16, -2.50], [5.22, -0.36, 3.13], [1.85, 4.82, 5.31], [-3.63, -3.83, -3.17], [6.75, 1.16, -0.53], [-1.93, -0.01, -2.30], [-0.02, 0.16, -0.43], [0.55, 2.82, -1.46], [-4.04, -4.65, -2.53], [1.42, 5.03, -2.67], [1.92, -0.04, 4.73], [-3.68, 1.73, -0.28], [-4.94, -9.11, -3.50], [-3.70, 0.64, -0.47], [2.52, 4.95, -2.15], [2.94, 0.92, -0.13], [-7.36, 4.93, 3.03], [-5.48, -9.18, -6.21], [1.72, 4.51, -0.22], [5.03, 5.11, -2.49], [-2.79, -1.63, 0.51], [2.65, 5.19, 4.67], [-3.81, -3.77, -0.35], [8.61, 0.17, -0.67], [2.85, 0.33, -1.07], [-3.23, -5.35, -2.25], [0.19, 1.51, -0.95], [3.22, 5.46, -0.20], [-4.14, -2.29, 0.06], [3.87, -1.75, -0.73], [4.48, -3.81, -0.93], [-1.49, -0.78, -1.65], [-3.69, 1.20, -2.56], [7.33, -0.70, 0.21], [2.00, 0.42, 2.29], [-6.14, 2.87, 1.65], [-1.65, 2.21, -2.51], [-6.14, 2.08, 1.03], [-4.75, 0.33, -0.26], [0.26, 5.59, 4.13], [5.14, 4.90, -1.43], [-8.05, 3.82, 4.22], [5.85, -1.22, 4.54], [7.26, -0.57, -1.56], [1.51, -1.26, 2.61], [-5.19, 4.28, 0.46], [-4.96, -8.11, -4.42], [-6.29, 4.03, 4.15], [2.13, 3.85, 5.71], [6.39, 3.36, -0.35], [5.74, 1.07, -0.49], [3.64, 5.14, -2.90], [-4.13, 3.39, 1.58], [-0.42, 1.57, 4.59], [-1.96, -2.06, -0.08], [-7.13, 2.84, 2.57], [9.16, 2.18, 0.35], [-1.16, 3.76, 3.62], [-7.21, 3.98, 3.56], [3.79, -3.47, 0.67], [3.18, -0.90, 2.14], [4.58, -1.30, -0.01], [-4.93, -11.19, -3.49], [2.33, -0.54, 2.70], [-6.30, -10.44, -2.65], [3.26, 3.70, -0.57]],
  "lowdin_charge": [-0.22, 0.12, 0.09, 0.09, 0.01, -0.08, 0.13, 0.08, 0.08, -0.22, 0.12, -0.56, -0.07, 0.08, 0.08, 0.09, 0.05, -0.55, 0.08, -0.05, 0.14, -0.01, 0.00, -0.36, -0.20, -0.08, -0.02, -0.21, 0.11, 0.01, 0.08, 0.08, 0.08, -0.01, 0.09, -0.33, 0.07, 0.11, 0.06, -0.07, 0.09, -0.01, -0.54, 0.07, 0.06, 0.10, 0.10, 0.08, 0.03, 0.01, 0.07, 0.04, -0.08, -0.01, 0.07, 0.08, -0.08, 0.10, 0.02, -0.26, -0.03, -0.04, -0.14, 0.02, 0.11, 0.09, 0.01, -0.22, -0.56, 0.08, 0.08, 0.08, 0.07, -0.09, -0.20, 0.08, -0.21, 0.07, -0.31, 0.09, 0.38, 0.08, -0.15, -0.31, 0.06, 0.06, 0.10, 0.08, 0.07, 0.01, 0.07, 0.13, 0.09, 0.14, 0.04, 0.08, 0.08, 0.08, 0.09, 0.09, -0.54, 0.08, 0.07, 0.02, 0.12, 0.00, 0.08, 0.09, 0.09, -0.56, 0.08, 0.04, -0.02, 0.06, 0.06, 0.10, 0.08, -0.05, 0.08, 0.07]
}

=====

Record 2
{
  "formula": "C9H13Cl3CoGeNO3Si",
  "method": "ωB97M-V with the def2-TZVPD basis set",
  "lumo_energy_ha": [-0.1203, -0.2657],
  "spin_multiplicity": 6,
  "total_charge": 1,
  "e_homo_ha": [-0.4563, -0.4851],
  "gap_ev": [9.14, 5.97],
  "species": ["H", "C", "Co", "O", "O", "H", "H", "C", "C", "C", "H", "H", "H", "H", "C", "H", "H", "O", "H", "H", "C", "C", "H", "Cl", "Cl", "Si", "C", "Ge", "H", "N", "C", "Cl"],
  "xyz": [[5.21, -2.11, -1.55], [0.61, -2.62, -0.84], [0.12, -0.46, 0.67], [0.51, -3.65, -1.45], [-0.37, -2.04, -0.16], [-1.63, 3.93, -1.25], [-2.95, 1.41, 1.89], [-2.75, 0.75, -2.00], [3.11, -0.11, 0.18], [1.96, -1.93, -0.70], [-2.68, -0.33, -1.88], [-3.30, 3.85, -0.70], [3.06, 0.80, 0.77], [-3.22, -0.16, 0.97], [-2.29, 3.52, -0.48], [-2.11, 1.05, -2.84], [-3.78, 1.03, -2.24], [-0.77, 1.08, 0.08], [-1.98, 3.94, 0.48], [-4.23, 1.32, 0.56], [4.29, -1.74, -1.11], [3.10, -2.44, -1.28], [3.04, -3.35, -1.84], [1.59, 0.78, 3.78], [-1.71, -0.34, 3.97], [-2.13, 1.68, -0.52], [-3.32, 0.92, 1.00], [0.24, -0.77, 3.23], [5.21, 0.00, -0.22], [1.97, -0.78, 0.01], [4.30, -0.56, -0.37], [0.91, -2.67, 3.81]],
  "nbo_charge": [0.24, 0.73, 1.50, -0.53, -0.82, 0.28, 0.25, -1.15, 0.06, 0.10, 0.28, 0.27, 0.22, 0.24, -1.17, 0.27, 0.26, -1.18, 0.27, 0.25, -0.11, -0.19, 0.27, -0.34, -0.35, 1.93, -0.66, 0.94, 0.25, -0.58, -0.23, -0.31]
}

=====

Record 3
{
  "formula": "C9H11OP",
  "method": "ωB97M-V with the def2-TZVPD basis set",
  "lumo_energy_ha": [-0.0049, -0.0049],
  "total_charge": 0,
  "e_homo_ha": [-0.3127, -0.3127],
  "relative_energy_kj_mol": 285.32,
  "gap_ev": [8.37, 8.37],
  "species": ["C", "H", "H", "H", "C", "H", "H", "C", "H", "H", "C", "C", "P", "C", "O", "C", "C", "H", "H", "H", "C", "H"],
  "xyz": [[-1.47, -1.68, -0.29], [2.81, -3.85, 1.02], [-2.49, -1.78, -0.60], [-3.23, 0.18, 0.22], [-2.08, 2.03, 0.24], [-0.66, 3.60, 0.56], [2.43, 1.34, 0.00], [2.30, -3.14, 0.34], [-1.36, -2.06, 0.75], [1.95, 2.99, 0.87], [0.07, 0.36, -0.31], [-2.25, 0.69, 0.12], [2.12, -1.53, 0.69], [1.75, 2.27, -0.09], [1.52, -0.97, -0.70], [-0.82, 2.53, 0.26], [0.35, 1.69, -0.07], [2.07, -3.67, -0.71], [-2.85, 2.74, 0.57], [-0.90, -2.24, -1.00], [-1.15, -0.23, -0.17], [2.09, 2.90, -0.92]],
  "nbo_charge": [-0.62, 0.23, 0.22, 0.22, -0.23, 0.22, 0.24, -1.00, 0.24, 0.22, 0.40, -0.18, 1.00, -0.64, -0.90, -0.18, -0.10, 0.24, 0.23, 0.25, -0.10, 0.24]
}